(1)
The following is a DFT calculation (ωB97M-V/def2-TZVPD) of a molecular structure, C24H24AsNO5V in a non-equilibrium geometry.

Geometry as ORCA input:
```
! wB97M-V def2-TZVPD RIJCOSX def2/J DEFGRID3
* xyz 2 2
V -1.659 -0.382 0.033
O -3.427 -1.715 0.129
C -4.589 -0.956 0.551
C -4.588 0.397 -0.140
N -3.327 1.130 0.145
C -2.977 2.035 -0.965
C -2.392 1.171 -2.101
O -2.373 1.458 -3.245
O -1.876 0.045 -1.551
C -3.256 1.706 1.501
C -2.127 1.030 2.303
O -1.670 1.462 3.302
O -1.705 -0.079 1.653
H -3.642 -2.222 -0.667
H -4.517 -0.863 1.634
H -5.502 -1.499 0.315
H -5.453 0.989 0.168
H -4.655 0.241 -1.218
H -2.189 2.727 -0.658
H -3.818 2.611 -1.351
H -4.183 1.567 2.057
H -3.042 2.774 1.483
C 2.665 3.301 2.111
C 2.813 3.199 0.734
C 2.250 2.133 0.049
C 1.557 1.153 0.757
C 1.387 1.270 2.136
C 1.953 2.338 2.812
As 0.788 -0.373 -0.169
C 1.419 -1.968 0.742
C 1.085 -2.185 2.080
C 1.635 -3.262 2.753
C 2.482 -4.138 2.087
C 2.774 -3.946 0.743
C 2.237 -2.866 0.060
C 1.616 -0.386 -1.918
C 3.007 -0.290 -1.987
C 3.629 -0.262 -3.222
C 2.875 -0.341 -4.387
C 1.497 -0.463 -4.319
C 0.864 -0.486 -3.085
H 3.095 4.143 2.638
H 3.366 3.952 0.190
H 2.362 2.065 -1.025
H 0.826 0.531 2.692
H 1.836 2.413 3.884
H 0.397 -1.528 2.596
H 1.403 -3.419 3.798
H 2.899 -4.987 2.612
H 3.423 -4.638 0.223
H 2.459 -2.722 -0.989
H 3.594 -0.246 -1.077
H 4.706 -0.178 -3.279
H 3.367 -0.312 -5.350
H 0.908 -0.540 -5.223
H -0.208 -0.585 -3.048
*
```

- HOMO level (spin up / spin down): -14.8 / -14.8 eV
- Orbital gap (spin up / spin down): 6.207 / 6.341 eV
- E: -123515.393 eV
- Energy above the lowest of the compared OMol25 structures with the same formula, charge and spin: 67.4 kJ/mol

(2)
The following is a DFT calculation (ωB97M-V/def2-TZVPD) of 15 unconnected molecules or ions with the total composition C48H138N12O15 in a non-equilibrium geometry.

Geometry as ORCA input:
```
! wB97M-V def2-TZVPD RIJCOSX def2/J DEFGRID3
* xyz 0 1
O -19.621 -20.494 8.769
H -20.528 -20.897 8.954
H -19.044 -20.987 9.348
O -16.103 -16.834 9.402
H -15.744 -17.725 9.271
H -17.054 -16.894 9.407
O -18.604 -17.961 7.410
H -18.716 -18.839 7.849
H -17.717 -18.025 7.019
C -12.594 -22.884 8.309
C -12.652 -24.430 8.152
C -11.606 -25.136 8.996
O -12.069 -25.064 10.368
C -11.166 -25.627 11.297
N -13.934 -25.011 8.408
H -12.577 -22.716 9.421
H -13.561 -22.497 7.943
H -11.755 -22.409 7.791
H -12.372 -24.689 7.065
H -10.657 -24.581 8.925
H -11.415 -26.198 8.649
H -10.611 -26.498 10.947
H -11.724 -25.915 12.206
H -10.367 -24.857 11.495
H -14.252 -24.956 9.336
H -14.704 -24.697 7.821
C -21.638 -21.707 11.885
C -22.596 -21.133 10.833
C -22.502 -19.632 10.676
O -22.532 -18.996 11.931
C -22.870 -17.678 12.127
N -22.153 -21.658 9.530
H -21.858 -22.759 12.103
H -21.710 -21.165 12.848
H -20.572 -21.639 11.621
H -23.630 -21.348 11.158
H -23.350 -19.323 10.071
H -21.571 -19.252 10.180
H -23.002 -17.575 13.192
H -23.736 -17.306 11.572
H -22.003 -17.041 11.861
H -22.816 -21.482 8.778
H -22.024 -22.696 9.588
C -17.041 -14.303 14.651
C -16.030 -15.116 13.867
C -16.011 -16.708 14.056
O -15.353 -16.947 15.275
C -15.366 -18.296 15.617
N -16.228 -14.651 12.507
H -16.786 -13.229 14.604
H -17.019 -14.541 15.695
H -18.083 -14.322 14.305
H -14.982 -14.842 14.158
H -15.470 -17.123 13.226
H -17.039 -17.045 14.125
H -14.934 -18.401 16.570
H -14.726 -18.873 14.990
H -16.365 -18.742 15.679
H -15.617 -15.005 11.805
H -17.168 -14.789 12.225
C -15.803 -29.582 12.483
C -16.416 -28.929 11.279
C -15.679 -27.605 10.957
O -15.877 -26.581 11.939
C -15.486 -25.275 11.476
N -16.410 -29.863 10.166
H -16.026 -29.002 13.319
H -14.720 -29.580 12.298
H -16.048 -30.643 12.564
H -17.508 -28.714 11.484
H -15.972 -27.243 9.965
H -14.693 -28.037 10.866
H -14.393 -25.269 11.549
H -15.894 -24.573 12.197
H -15.764 -25.074 10.414
H -17.187 -29.676 9.550
H -15.564 -29.850 9.623
C -17.256 -22.758 14.648
C -16.720 -24.025 15.227
C -15.462 -23.799 15.991
O -14.419 -23.544 15.007
C -13.184 -23.638 15.576
N -17.772 -24.362 16.219
H -16.534 -22.187 14.061
H -17.603 -22.159 15.463
H -18.188 -22.851 14.095
H -16.610 -24.856 14.506
H -15.213 -24.725 16.543
H -15.526 -23.007 16.776
H -12.559 -23.172 14.842
H -13.007 -24.724 15.588
H -13.199 -23.181 16.580
H -18.641 -24.479 15.702
H -17.564 -25.210 16.720
C -23.842 -19.460 16.051
C -22.539 -20.179 15.851
C -21.357 -19.457 15.106
O -20.220 -20.270 14.916
C -19.117 -19.421 14.568
N -22.056 -20.473 17.156
H -24.394 -20.268 16.548
H -24.425 -19.170 15.187
H -23.757 -18.728 16.858
H -22.776 -21.051 15.209
H -21.097 -18.529 15.660
H -21.567 -19.137 14.072
H -19.295 -19.012 13.569
H -18.223 -20.032 14.582
H -18.989 -18.638 15.347
H -21.093 -20.844 17.109
H -22.508 -21.269 17.631
C -19.155 -16.860 11.475
C -19.876 -15.783 10.651
C -19.810 -14.420 11.341
O -20.047 -14.302 12.778
C -21.401 -14.066 13.074
N -19.372 -15.431 9.293
H -18.053 -16.796 11.362
H -19.377 -17.926 11.148
H -19.417 -16.763 12.529
H -20.938 -15.922 10.496
H -20.416 -13.662 10.827
H -18.884 -13.956 11.149
H -21.418 -14.010 14.132
H -22.134 -14.754 12.625
H -21.603 -13.088 12.570
H -19.316 -16.198 8.611
H -18.412 -15.063 9.351
C -20.539 -27.200 12.449
C -20.042 -25.827 12.995
C -21.014 -25.163 13.958
O -22.114 -24.683 13.226
C -23.130 -24.256 14.160
N -18.730 -25.943 13.691
H -19.822 -27.772 11.864
H -21.375 -27.090 11.772
H -20.669 -27.822 13.385
H -19.894 -25.186 12.157
H -20.543 -24.336 14.521
H -21.334 -25.929 14.653
H -22.769 -23.440 14.780
H -23.398 -25.064 14.808
H -23.937 -23.868 13.553
H -17.930 -26.200 13.121
H -18.774 -26.603 14.423
C -12.995 -18.134 10.725
C -13.248 -18.431 12.211
C -12.264 -19.520 12.657
O -12.659 -20.715 12.025
C -11.881 -21.822 12.409
N -13.138 -17.165 12.933
H -13.164 -19.078 10.230
H -11.932 -17.854 10.621
H -13.734 -17.431 10.280
H -14.248 -18.836 12.376
H -12.357 -19.670 13.769
H -11.217 -19.341 12.349
H -10.871 -21.635 12.068
H -12.236 -22.715 11.953
H -11.805 -21.957 13.522
H -13.212 -17.303 13.929
H -12.242 -16.698 12.829
C -14.638 -23.646 4.432
C -15.275 -22.262 4.270
C -15.493 -21.532 5.680
O -16.197 -22.216 6.561
C -17.591 -22.052 6.400
N -14.570 -21.333 3.400
H -13.620 -23.527 4.786
H -14.499 -24.277 3.540
H -15.226 -24.136 5.285
H -16.242 -22.488 3.805
H -15.858 -20.590 5.379
H -14.549 -21.176 6.099
H -17.999 -23.007 6.714
H -17.728 -21.966 5.326
H -18.006 -21.317 7.055
H -13.674 -21.110 3.781
H -14.287 -21.757 2.532
C -21.275 -24.369 7.291
C -21.757 -25.450 8.279
C -20.673 -26.442 8.523
O -19.670 -25.966 9.406
C -18.486 -26.757 9.398
N -22.048 -24.740 9.622
H -21.966 -23.509 7.318
H -21.188 -24.626 6.242
H -20.309 -23.957 7.598
H -22.639 -25.992 7.887
H -20.214 -26.844 7.609
H -21.154 -27.308 8.987
H -17.965 -26.674 8.398
H -18.661 -27.806 9.668
H -17.874 -26.320 10.208
H -22.835 -25.093 10.101
H -21.213 -24.783 10.172
C -16.446 -19.886 11.532
C -15.790 -20.520 10.361
C -16.283 -21.912 10.346
O -17.673 -21.981 10.246
C -18.062 -23.305 10.334
N -15.903 -19.831 9.070
H -16.125 -18.861 11.637
H -16.235 -20.437 12.464
H -17.511 -19.995 11.395
H -14.732 -20.464 10.492
H -15.964 -22.381 11.347
H -15.858 -22.564 9.538
H -17.627 -23.893 9.483
H -19.139 -23.305 10.266
H -17.671 -23.765 11.247
H -15.307 -20.199 8.358
H -16.847 -19.755 8.694
*
```

- HOMO level: -8.2 eV
- Orbital gap: 8.557 eV
- E: -100599.544 eV
- Energy above the lowest of the compared OMol25 structures with the same formula, charge and spin: 177.5 kJ/mol

(3)
The following is a DFT calculation (ωB97M-V/def2-TZVPD) of a molecular structure, C6H9BCrF4O6 in a non-equilibrium geometry.

Geometry as ORCA input:
```
! wB97M-V def2-TZVPD RIJCOSX def2/J DEFGRID3
* xyz -1 4
Cr -0.226 0.094 0.132
B -2.579 1.564 1.091
F -1.975 0.323 1.508
F -3.799 1.316 0.461
F -2.754 2.420 2.161
F -1.613 2.046 0.162
C -2.266 -2.467 -2.195
C -1.660 -1.514 -1.234
O -1.516 -0.283 -1.542
O -1.265 -1.868 -0.090
H -1.478 -3.073 -2.642
H -2.820 -1.954 -2.976
H -2.951 -3.139 -1.677
C 2.028 0.147 3.463
C 1.157 0.112 2.250
O 0.708 -0.978 1.803
O 0.837 1.164 1.621
H 2.866 0.826 3.322
H 2.363 -0.853 3.718
H 1.434 0.512 4.306
C 2.717 0.950 -2.362
C 1.572 0.624 -1.466
O 0.748 1.493 -1.101
O 1.439 -0.541 -0.981
H 3.121 1.942 -2.172
H 2.389 0.894 -3.399
H 3.523 0.243 -2.163
*
```

- HOMO level (spin up / spin down): -6.0 / -7.1 eV
- Orbital gap (spin up / spin down): 8.644 / 9.955 eV
- E: -58633.145 eV

(4)
The following is a DFT calculation (ωB97M-V/def2-TZVPD) of a single C4H6N2O2 molecule in a non-equilibrium geometry.

Geometry as ORCA input:
```
! wB97M-V def2-TZVPD RIJCOSX def2/J DEFGRID3
* xyz 0 1
C -0.216 1.620 -2.201
N 0.216 0.862 -1.196
N -1.018 0.568 -0.559
C -1.281 0.827 0.808
C -0.801 -0.606 0.486
C 0.642 -1.092 0.724
O 0.999 -2.227 0.453
O 1.316 -0.124 1.369
H 0.571 2.082 -2.829
H -1.352 1.968 -2.514
H -2.364 0.958 1.018
H -0.571 1.398 1.319
H -1.465 -1.511 0.313
H 2.214 -0.582 1.497
*
```

- HOMO level: -9.3 eV
- Orbital gap: 10.148 eV
- E: -11316.851 eV
- SMILES: C=NN1C[C@@H]1C(=O)O
- Energy above the lowest of the compared OMol25 structures with the same formula, charge and spin: 404.4 kJ/mol

(5)
The following is a DFT calculation (ωB97M-V/def2-TZVPD) of 8 unconnected molecules or ions with the total composition C32H88N8O8 in a non-equilibrium geometry.

Geometry as ORCA input:
```
! wB97M-V def2-TZVPD RIJCOSX def2/J DEFGRID3
* xyz 0 1
C -4.070 0.977 -0.628
O -3.025 0.480 -1.476
C -3.186 0.824 -2.829
C -3.970 -0.179 -3.701
C -3.207 -1.502 -3.848
N -4.243 0.386 -5.018
H -5.068 1.045 -1.064
H -3.731 2.014 -0.511
H -4.041 0.437 0.312
H -3.598 1.840 -2.902
H -2.206 0.947 -3.308
H -4.934 -0.421 -3.245
H -2.222 -1.441 -4.318
H -3.781 -2.211 -4.445
H -3.074 -1.943 -2.858
H -4.363 1.392 -5.014
H -3.425 0.202 -5.591
C -3.601 5.045 0.822
O -4.246 5.155 2.068
C -3.324 4.972 3.129
C -4.024 4.978 4.475
C -4.524 6.354 4.809
N -3.169 4.446 5.555
H -3.160 4.043 0.729
H -2.741 5.716 0.734
H -4.287 5.168 -0.011
H -2.849 3.991 2.980
H -2.481 5.671 3.057
H -4.842 4.251 4.461
H -5.090 6.447 5.738
H -5.179 6.746 4.025
H -3.708 7.082 4.862
H -3.817 4.472 6.339
H -2.469 5.146 5.797
C 0.263 2.446 1.033
O 1.011 1.715 0.081
C 0.342 0.790 -0.777
C -0.184 -0.416 0.055
C 0.957 -1.149 0.747
N -0.976 -1.307 -0.756
H -0.386 3.136 0.480
H 0.923 2.956 1.729
H -0.388 1.747 1.566
H -0.574 1.222 -1.198
H 0.946 0.462 -1.621
H -0.832 -0.079 0.868
H 1.824 -1.250 0.090
H 0.685 -2.190 0.949
H 1.196 -0.723 1.719
H -0.395 -1.686 -1.503
H -1.777 -0.898 -1.236
C 3.871 5.781 -0.445
O 3.996 4.638 0.367
C 3.713 3.433 -0.342
C 4.320 2.271 0.455
C 5.821 2.291 0.469
N 3.866 0.971 -0.067
H 4.106 6.666 0.145
H 2.845 5.914 -0.813
H 4.576 5.657 -1.275
H 2.628 3.391 -0.463
H 4.111 3.471 -1.368
H 3.949 2.317 1.482
H 6.270 1.820 -0.412
H 6.219 1.689 1.288
H 6.224 3.306 0.492
H 2.864 0.954 0.126
H 3.938 1.001 -1.083
C 5.691 -3.156 -0.799
O 5.075 -3.836 0.272
C 3.695 -4.004 0.118
C 3.231 -5.134 1.019
C 3.924 -6.494 0.784
N 1.765 -5.353 1.014
H 6.769 -3.148 -0.633
H 5.351 -2.119 -0.873
H 5.535 -3.775 -1.690
H 3.147 -3.098 0.399
H 3.373 -4.218 -0.911
H 3.425 -4.869 2.061
H 3.715 -6.966 -0.179
H 3.655 -7.197 1.572
H 5.009 -6.358 0.787
H 1.558 -5.851 1.874
H 1.467 -6.012 0.302
C -1.512 -8.742 -2.190
O -0.983 -7.451 -2.297
C -0.995 -6.720 -1.093
C -0.883 -5.237 -1.391
C 0.339 -4.854 -2.233
N -0.847 -4.530 -0.090
H -2.608 -8.743 -2.143
H -1.190 -9.284 -1.295
H -1.235 -9.314 -3.074
H -1.944 -6.889 -0.568
H -0.234 -7.110 -0.402
H -1.810 -4.921 -1.871
H 0.354 -3.802 -2.520
H 0.241 -5.407 -3.175
H 1.309 -5.116 -1.815
H -0.022 -4.767 0.477
H -0.770 -3.526 -0.222
C 0.946 3.571 -3.554
O 1.993 2.929 -4.272
C 2.522 1.772 -3.672
C 3.977 1.540 -4.059
C 4.073 1.395 -5.574
N 4.520 0.452 -3.242
H 0.697 4.440 -4.160
H 1.321 3.782 -2.552
H 0.045 2.946 -3.587
H 2.338 1.719 -2.595
H 1.941 0.940 -4.111
H 4.512 2.433 -3.719
H 3.453 0.530 -5.838
H 5.091 1.183 -5.903
H 3.648 2.220 -6.141
H 5.506 0.451 -3.503
H 4.260 -0.478 -3.573
C -5.217 1.317 4.059
O -4.771 -0.026 4.125
C -3.998 -0.255 5.295
C -2.531 0.139 5.134
C -1.847 -0.383 3.871
N -1.777 -0.170 6.351
H -4.386 2.002 3.848
H -5.660 1.727 4.971
H -5.870 1.316 3.188
H -4.409 0.362 6.102
H -4.149 -1.286 5.621
H -2.428 1.227 5.054
H -1.025 0.188 3.437
H -2.600 -0.364 3.075
H -1.521 -1.409 4.055
H -1.741 -1.163 6.563
H -0.808 0.079 6.184
*
```

- HOMO level: -8.2 eV
- Orbital gap: 8.603 eV
- E: -62906.653 eV
- SMILES: COC[C@H](C)N.COC[C@H](C)N.COC[C@H](C)N.COC[C@H](C)N.COC[C@H](C)N.COC[C@H](C)N.COC[C@H](C)N.COC[C@H](C)N
- Energy above the lowest of the compared OMol25 structures with the same formula, charge and spin: 204.0 kJ/mol

> E of number 5 (C32H88N8O8)?

-62906.653 eV

> Look up the E of the second one.

-100599.544 eV

> Number 4 is which compound?

C4H6N2O2

> Look up the E of the fourth one.

-11316.851 eV